A) C23H26ClN3O4S | ωB97M-V/def2-TZVPD

Geometry (Å):
C -6.36683 -1.90023 -1.88647
N -5.39091 -1.69268 -0.85060
C -5.10895 -2.62545 0.11849
O -5.63927 -3.70535 0.20289
C -4.02940 -2.04346 1.03737
C -3.78549 -0.69612 0.42027
C -2.92750 0.31776 0.77247
C -2.92768 1.46747 -0.00567
C -3.75446 1.61534 -1.10175
C -4.62582 0.59760 -1.46616
C -4.62741 -0.55283 -0.69464
H -5.27614 0.70554 -2.31921
H -3.70502 2.53757 -1.65881
S -1.79444 2.76676 0.44890
O -1.91385 3.85746 -0.48038
O -1.92390 3.05211 1.84751
N -0.32816 1.96254 0.24390
C 0.77188 2.52826 0.99538
C 1.95094 1.56044 0.96886
H 1.65030 0.61664 1.42544
H 2.77890 1.97750 1.54519
C 2.37134 1.29693 -0.48450
C 3.49288 0.26050 -0.49432
O 3.29382 -0.92097 -0.65573
N 4.71838 0.81632 -0.26756
C 5.96378 0.18922 -0.16449
C 7.07797 0.99165 0.07839
C 8.33702 0.43601 0.18802
C 8.48930 -0.93521 0.05430
C 7.39107 -1.74490 -0.18633
C 6.13147 -1.18683 -0.29572
H 5.27514 -1.81185 -0.48352
H 7.51927 -2.81069 -0.28895
Cl 10.06361 -1.63652 0.18878
H 9.19575 1.06111 0.37467
H 6.95806 2.06095 0.18189
H 4.74919 1.81960 -0.14686
C 1.16267 0.78212 -1.26669
C -0.00125 1.76016 -1.15000
H 0.25129 2.71839 -1.62903
H -0.89121 1.35968 -1.63971
H 0.87142 -0.18634 -0.85954
H 1.42584 0.64568 -2.31630
H 2.72435 2.23213 -0.93368
H 1.07341 3.49990 0.57322
H 0.41120 2.68861 2.01189
H -2.26693 0.25799 1.62123
C -4.57859 -1.93881 2.46282
H -3.81444 -1.55074 3.13117
H -4.88825 -2.92330 2.80500
H -5.43806 -1.27244 2.49228
C -2.78729 -2.93754 0.99884
H -3.05743 -3.94595 1.30262
H -2.37445 -2.97532 -0.00708
H -2.02745 -2.55240 1.67378
H -7.15663 -1.14914 -1.82683
H -6.79492 -2.89037 -1.73377
H -5.89813 -1.85457 -2.87128

- E_LUMO: 0.432 eV
- Total charge: 0
- Structure (SMILES): CN1C(=O)C(C)(C)c2cc(S(=O)(=O)N3CCC(C(=O)Nc4ccc(Cl)cc4)CC3)ccc21
- HOMO: -8.6229 eV



B) C23H26ClN3O4S | ωB97M-V/def2-TZVPD

Geometry (Å):
C -3.80895 -1.09167 -2.18566
N -3.45965 -0.02361 -1.28814
C -4.38712 0.77052 -0.65958
O -5.58189 0.65444 -0.77951
C -3.63297 1.79995 0.18948
C -2.20177 1.40750 -0.04244
C -1.02848 1.92610 0.45150
C 0.16581 1.35252 0.03623
C 0.19868 0.29729 -0.85431
C -0.97904 -0.23010 -1.36422
C -2.17158 0.33016 -0.94062
H -0.95626 -1.05164 -2.06117
H 1.14856 -0.11177 -1.15731
S 1.67949 1.99816 0.73546
O 1.59794 3.42976 0.75506
O 1.91421 1.32619 1.99350
N 2.82491 1.48477 -0.32866
C 3.15193 2.31573 -1.47188
C 4.30671 1.56640 -2.12960
H 4.92496 2.21539 -2.74535
H 3.91892 0.75236 -2.74126
C 5.06313 0.98587 -0.93366
H 5.62193 0.09124 -1.20146
H 5.74045 1.72582 -0.50847
C 3.95335 0.64571 0.06416
H 4.23855 0.85519 1.10075
C 3.49076 -0.82143 -0.04067
O 3.81629 -1.56187 -0.94544
N 2.67655 -1.16334 0.97175
H 2.40647 -0.43548 1.62522
C 1.99019 -2.43412 1.03182
C 0.49171 -2.28579 1.12392
C -0.07178 -1.36895 2.00582
C -1.44239 -1.23268 2.12364
C -2.28706 -2.02687 1.36735
C -1.75121 -2.95292 0.49235
C -0.37508 -3.07311 0.37092
Cl 0.23925 -4.24104 -0.75008
H -2.39221 -3.59454 -0.09257
H -3.35898 -1.93600 1.45988
H -1.84533 -0.51229 2.81848
H 0.57098 -0.74638 2.60898
H 2.27434 -2.98862 0.13386
H 2.34167 -2.99360 1.90963
H 2.27433 2.41093 -2.11503
H 3.45121 3.31740 -1.14015
H -1.00085 2.75767 1.13665
C -4.06122 1.68046 1.65282
H -3.53723 2.41560 2.25808
H -5.13229 1.85090 1.73070
H -3.83854 0.68704 2.03435
C -3.93176 3.20472 -0.34520
H -3.41910 3.95009 0.25717
H -5.00288 3.38770 -0.30734
H -3.59737 3.29984 -1.37612
H -4.89655 -1.14773 -2.21581
H -3.40120 -2.03799 -1.82823
H -3.42813 -0.89099 -3.18888

- E_LUMO: 0.580 eV
- Total charge: 0
- Structure (SMILES): CN1C(=O)C(C)(C)c2cc(S(=O)(=O)N3CCC[C@@H]3C(=O)NCc3ccccc3Cl)ccc21
- HOMO: -8.6961 eV



Most stable structure: B)



A) C56H77BN6O2P2SScSi | ωB97M-V/def2-TZVPD

Geometry (Å):
Sc 0.60073 -0.07625 -0.86174
C 1.14302 -3.60027 -3.18892
C 0.45458 -3.77037 -1.83091
C -0.09371 -5.19381 -1.71565
C 1.50742 -3.56415 -0.73549
P -0.78964 -2.37352 -1.58841
C -1.77337 -2.92429 -0.10709
N -1.10224 -2.40714 1.06454
B -0.23835 -1.25812 1.04145
N 0.15955 -1.10937 2.42086
C 0.96450 -0.02883 2.92575
P 2.07210 0.54976 1.54238
C 3.67936 -0.33031 1.94540
C 3.33251 -1.82670 1.88485
C 4.28912 -0.02905 3.31808
C 4.70595 -0.01699 0.85832
C 2.16798 2.39353 1.86276
C 2.52744 2.80129 3.29194
C 0.76218 2.92709 1.54112
C 3.13607 3.02200 0.86334
C -0.43382 -2.08967 3.20374
C -0.36386 -2.34661 4.56330
C -1.07232 -3.43582 5.06450
C -1.84045 -4.23977 4.22950
C -1.92726 -3.98113 2.86368
C -1.21785 -2.90660 2.35566
C -2.07935 -2.32930 -2.95269
C -3.19676 -1.39019 -2.46609
C -2.68446 -3.68918 -3.30214
C -1.46851 -1.68604 -4.20177
H 2.00463 -4.27096 -3.24214
H 1.52026 -2.58280 -3.32351
H 0.47915 -3.85347 -4.01417
H 0.75111 -5.88672 -1.74636
H -0.75893 -5.45298 -2.53671
H -0.61243 -5.37018 -0.77477
H 2.33418 -4.26031 -0.90023
H 1.10520 -3.72444 0.26636
H 1.92102 -2.55292 -0.78634
H -1.86868 -4.00995 -0.07734
H -2.78410 -2.51943 -0.18500
H 1.55587 -0.34925 3.78632
H 0.34093 0.80834 3.25883
H 2.65830 -2.12361 2.68945
H 4.25052 -2.41137 1.98360
H 2.86136 -2.09509 0.93844
H 3.57062 -0.07615 4.13660
H 4.77578 0.94385 3.34156
H 5.05771 -0.77985 3.51940
H 4.27284 -0.07704 -0.14144
H 5.52810 -0.73576 0.91935
H 5.13180 0.97842 0.97548
H 1.91781 2.28173 4.03473
H 2.35407 3.87472 3.40978
H 3.57447 2.61617 3.51709
H 0.02486 2.57793 2.26355
H 0.44274 2.62060 0.53820
H 0.77012 4.02001 1.56294
H 4.17172 2.72664 1.02672
H 3.08565 4.11097 0.94977
H 2.87291 2.75459 -0.15912
H 0.22456 -1.72149 5.22448
H -1.02606 -3.65849 6.12222
H -2.38353 -5.07687 4.64692
H -2.54073 -4.60212 2.22270
H -3.85394 -1.86286 -1.73865
H -3.81318 -1.10613 -3.32258
H -2.79576 -0.47246 -2.02874
H -3.02692 -4.22750 -2.41647
H -1.97402 -4.31795 -3.83860
H -3.54788 -3.54033 -3.95588
H -1.10815 -0.67534 -3.99444
H -2.24026 -1.61126 -4.97293
H -0.64704 -2.26565 -4.61416
O 2.14966 -0.06863 -2.00924
Si 3.42035 0.10591 -3.01756
C 4.54429 1.50210 -2.47117
C 4.09956 2.82507 -2.56319
C 4.91026 3.88568 -2.18561
C 6.18921 3.63982 -1.70214
C 6.65447 2.33449 -1.61188
C 5.84033 1.27886 -2.00265
C 4.33976 -1.52192 -3.14807
C 4.79281 -1.97807 -4.38963
C 5.43831 -3.20145 -4.51268
C 5.64677 -3.99500 -3.39288
C 5.21022 -3.55839 -2.14849
C 4.56498 -2.33555 -2.03221
C 2.76109 0.53986 -4.72751
C 3.35134 1.49769 -5.55546
C 2.83977 1.76616 -6.82013
C 1.72604 1.07860 -7.28142
C 1.12846 0.11492 -6.47770
C 1.64698 -0.14906 -5.21907
H 3.10493 3.03249 -2.94849
H 4.54843 4.90280 -2.27073
H 6.82560 4.46506 -1.40967
H 7.65662 2.13936 -1.25174
H 6.22277 0.26496 -1.94800
H 4.62797 -1.37710 -5.27683
H 5.77601 -3.53748 -5.48464
H 6.15123 -4.94760 -3.48897
H 5.37507 -4.16965 -1.26967
H 4.22636 -2.01245 -1.05187
H 4.22138 2.04429 -5.21032
H 3.31311 2.51209 -7.44562
H 1.32886 1.28764 -8.26623
H 0.26471 -0.43261 -6.83534
H 1.17679 -0.90319 -4.59857
N -1.82319 1.98065 -1.53480
C -2.27463 2.81754 -2.47561
C -1.32208 2.87729 -3.47337
C -0.30488 2.02541 -3.04692
N -0.61900 1.47520 -1.86824
H -2.25147 1.68719 -0.64628
H -3.22886 3.30649 -2.37100
H -1.35722 3.45520 -4.37910
H 0.62457 1.76898 -3.53201
C -1.30996 2.11107 6.43800
C -2.64180 1.51830 5.98318
C -2.65772 1.14746 4.50905
N -2.52791 2.35631 3.69835
C -2.53214 2.37127 2.37532
S -2.55618 0.94791 1.48844
N -2.42933 3.58975 1.72463
C -2.34856 4.90974 2.20370
O -1.71160 5.70822 1.56247
C -3.08037 5.27078 3.44797
C -4.36666 4.79403 3.69666
C -5.03573 5.18943 4.84248
C -4.41692 6.04329 5.74816
C -3.13788 6.52184 5.49886
C -2.47347 6.14811 4.34084
H -1.32228 2.32174 7.50644
H -1.07707 3.04915 5.92780
H -0.49214 1.41418 6.24173
H -3.46078 2.21410 6.19143
H -2.85387 0.61316 6.55314
H -3.58106 0.63451 4.23600
H -1.83385 0.46848 4.27171
H -2.48543 3.23388 4.19674
H -2.06774 3.51724 0.78196
H -4.84226 4.12575 2.98902
H -6.04079 4.83598 5.02951
H -4.93854 6.34387 6.64707
H -2.66358 7.19510 6.19974
H -1.48683 6.53118 4.11508

- E_LUMO: -2.153 eV
- Total charge: +1
- HOMO: -9.6545 eV



B) C56H77BN6O2P2SScSi | ωB97M-V/def2-TZVPD

Geometry (Å):
Sc -0.62281 -0.38862 -1.11804
C -4.83941 3.60542 0.65313
C -3.64412 2.73665 1.03964
C -2.81229 3.44266 2.11679
C -4.13391 1.40445 1.63046
P -2.48171 2.21000 -0.36056
C -3.76876 1.90661 -1.66968
N -3.39680 0.90462 -2.63786
B -2.23404 0.05007 -2.71407
N -2.54602 -0.82294 -3.82944
C -1.83953 -1.96523 -4.36093
P -0.28797 -2.29117 -3.38359
C -0.43237 -4.16900 -3.13826
C -1.80775 -4.38168 -2.48025
C 0.63870 -4.53911 -2.10777
C -0.31263 -5.07259 -4.36209
C 1.04997 -1.67449 -4.59564
C 1.61772 -2.76337 -5.49806
C 0.50194 -0.51439 -5.43619
C 2.15390 -1.07997 -3.71143
C -3.78123 -0.49474 -4.37129
C -4.49011 -1.04975 -5.42601
C -5.74039 -0.52102 -5.72120
C -6.26876 0.53370 -4.98406
C -5.56110 1.09419 -3.92785
C -4.31158 0.57291 -3.62980
C -1.56274 3.71147 -1.07321
C -1.16903 3.36256 -2.51294
C -0.27505 3.86401 -0.25007
C -2.33368 5.02945 -1.08799
H -5.44967 3.77331 1.54406
H -5.47651 3.13031 -0.09256
H -4.53092 4.57826 0.27779
H -3.40181 3.53431 3.03284
H -2.51888 4.44716 1.81192
H -1.91599 2.86088 2.33564
H -4.76792 1.59812 2.49910
H -3.28827 0.79202 1.95269
H -4.72116 0.82339 0.91546
H -4.01945 2.84896 -2.16942
H -4.67353 1.56706 -1.15497
H -1.60879 -1.81256 -5.41604
H -2.48971 -2.83897 -4.30413
H -2.05534 -3.56208 -1.80145
H -1.78329 -5.30477 -1.89781
H -2.60668 -4.48223 -3.21371
H 0.55516 -3.91469 -1.21521
H 1.63897 -4.41251 -2.51746
H 0.53183 -5.58698 -1.81624
H -0.92739 -4.72165 -5.19293
H -0.65323 -6.07392 -4.08749
H 0.71713 -5.16566 -4.69835
H 0.83317 -3.24612 -6.08046
H 2.14653 -3.51864 -4.91517
H 2.33214 -2.32537 -6.19946
H -0.09209 -0.84632 -6.28636
H 1.35006 0.04538 -5.83655
H -0.09421 0.16835 -4.82518
H 2.46853 -1.77038 -2.93714
H 1.80013 -0.17563 -3.20715
H 3.02539 -0.81461 -4.31403
H -4.09261 -1.87108 -6.00805
H -6.31687 -0.93895 -6.53568
H -7.24649 0.92274 -5.23456
H -5.98366 1.91239 -3.35883
H -0.60218 2.42767 -2.56402
H -0.54327 4.16110 -2.91825
H -2.03923 3.26423 -3.16212
H 0.27712 2.92088 -0.21433
H -0.48633 4.16684 0.77626
H 0.36878 4.62355 -0.70174
H -3.27062 4.93958 -1.63967
H -1.72756 5.79014 -1.58669
H -2.54693 5.39193 -0.08384
O 1.04405 -1.40621 -0.53952
Si 2.49566 -1.66486 0.10412
C 3.53974 -3.22909 -0.20120
C 4.32347 -3.68346 0.86645
C 5.14461 -4.79544 0.75287
C 5.20749 -5.49518 -0.44178
C 4.47033 -5.04719 -1.52623
C 3.66402 -3.92535 -1.40399
C 2.32484 -1.73139 1.99969
C 2.99497 -0.88196 2.87754
C 2.80923 -0.96652 4.25082
C 1.95307 -1.92123 4.78088
C 1.32563 -2.82045 3.92992
C 1.51295 -2.72410 2.55713
C 3.60248 -0.24710 -0.49009
C 3.04672 0.87288 -1.11298
C 3.84012 1.88106 -1.64269
C 5.22000 1.77121 -1.57244
C 5.79584 0.66323 -0.96802
C 4.99398 -0.33051 -0.42963
H 4.29452 -3.15661 1.81225
H 5.74267 -5.10942 1.59887
H 5.82813 -6.37735 -0.52881
H 4.52840 -5.56303 -2.47685
H 3.13572 -3.58942 -2.28087
H 3.70469 -0.16470 2.47998
H 3.35042 -0.30092 4.91311
H 1.79652 -1.98635 5.85000
H 0.71263 -3.61781 4.33407
H 1.07875 -3.48084 1.90744
H 1.96310 0.94106 -1.21377
H 3.38581 2.73783 -2.12612
H 5.84904 2.54659 -1.98968
H 6.87305 0.56991 -0.92220
H 5.45132 -1.19814 0.03221
N -1.50272 -2.30626 1.39767
C -2.45861 -3.05776 1.95267
C -3.58438 -2.94297 1.16001
C -3.20195 -2.08041 0.13231
N -1.93183 -1.70363 0.28526
H -0.55104 -2.17592 1.72284
H -2.28230 -3.61196 2.85871
H -4.54574 -3.39989 1.30989
H -3.78159 -1.72607 -0.70663
C -0.03712 0.53803 7.01885
C -0.80029 1.67847 6.35047
C -0.87096 1.53290 4.83623
N 0.44390 1.76316 4.25903
C 0.77195 1.56753 2.98739
S -0.29078 0.79928 1.93822
N 1.99791 2.00624 2.55710
C 3.04600 2.62630 3.25212
O 4.17513 2.49174 2.85064
C 2.73689 3.49092 4.42788
C 1.86920 4.57452 4.30808
C 1.71334 5.45176 5.36898
C 2.40429 5.24521 6.55532
C 3.25788 4.15812 6.68115
C 3.44145 3.29494 5.61267
H 0.06856 0.71941 8.08787
H 0.96469 0.42992 6.59964
H -0.56553 -0.40629 6.88175
H -0.33080 2.63745 6.59435
H -1.82076 1.71218 6.73307
H -1.57869 2.25575 4.42223
H -1.21364 0.53450 4.55774
H 1.10847 2.24440 4.84618
H 2.29944 1.63659 1.66263
H 1.33167 4.74473 3.38242
H 1.06334 6.30998 5.26186
H 2.29009 5.93933 7.37712
H 3.80330 3.98644 7.59928
H 4.13444 2.46610 5.68605

- E_LUMO: -2.173 eV
- Total charge: +1
- HOMO: -9.7962 eV



Most stable structure: A)



A) C16H22N4O2S | ωB97M-V/def2-TZVPD

Geometry (Å):
C -2.37567 -0.25777 -3.27482
C -2.16884 0.69850 -2.10981
C -2.56134 0.11816 -0.73006
C -4.06444 -0.16702 -0.63434
C -1.82751 -1.13377 -0.48272
N -1.26510 -2.11086 -0.26208
C -2.18434 1.17864 0.32933
O -2.96744 2.06646 0.60482
N -0.94446 1.07327 0.85219
C -0.42333 2.00734 1.83504
C -0.13491 1.27927 3.11668
C 1.01302 1.23863 3.78276
C 2.29408 1.93610 3.39616
N 3.20237 1.08686 2.62089
C 3.01973 0.94947 1.27436
O 2.70418 1.88090 0.55720
C 3.42115 -0.38294 0.66097
C 2.51748 -0.79658 -0.46409
C 2.18746 -2.07014 -0.82179
C 1.38099 -2.08705 -1.99431
C 0.83052 -3.32175 -2.63572
N 1.11758 -0.90680 -2.50091
S 1.80693 0.27767 -1.59169
H -2.06949 0.22270 -4.20371
H -1.76650 -1.15472 -3.15595
H -3.41964 -0.55393 -3.38154
H -1.12165 1.00477 -2.07643
H -2.76631 1.60333 -2.23996
H -4.33467 -0.48398 0.37184
H -4.61103 0.74460 -0.86467
H -4.34789 -0.95198 -1.33305
H -0.33542 0.33621 0.53118
H 0.45845 2.50640 1.43618
H -1.20138 2.75533 1.99230
H -0.97450 0.70942 3.50414
H 1.05046 0.65084 4.69504
H 2.10903 2.83254 2.80888
H 2.81975 2.25262 4.29729
H 3.48702 0.24486 3.09710
H 4.43261 -0.24350 0.26656
H 3.46826 -1.17692 1.40650
H 2.49328 -2.95540 -0.28278
H 1.22965 -4.21983 -2.16711
H -0.25453 -3.34124 -2.53269
H 1.07640 -3.33870 -3.69714

- E_LUMO: 0.481 eV
- Total charge: 0
- HOMO: -9.1067 eV



B) C16H22N4O2S | ωB97M-V/def2-TZVPD

Geometry (Å):
C 1.06709 -3.83608 -0.65114
C 1.02030 -2.75549 0.41984
C 2.09602 -1.65080 0.25488
C 3.52050 -2.21241 0.33042
C 1.89973 -0.97623 -1.03767
N 1.73416 -0.42686 -2.03379
C 1.88163 -0.66634 1.42724
O 2.29539 -0.95062 2.53411
N 1.17489 0.45125 1.15260
C 0.75120 1.37984 2.18980
C 1.02341 2.79775 1.77569
C 0.11781 3.71590 1.45613
C -1.37483 3.53442 1.45005
N -2.00573 4.00364 0.21907
C -2.09007 3.32357 -0.96325
O -2.91448 3.61481 -1.80304
C -1.08327 2.20250 -1.20249
C -1.65772 0.83110 -0.99804
C -1.65903 -0.20682 -1.88260
C -2.30821 -1.35046 -1.34127
C -2.53605 -2.63336 -2.08065
N -2.75564 -1.21737 -0.11344
S -2.39156 0.28417 0.44718
H 0.27269 -4.56267 -0.48117
H 0.92795 -3.41351 -1.64789
H 2.01256 -4.37799 -0.64044
H 0.03544 -2.27993 0.42499
H 1.17480 -3.18660 1.41068
H 4.25375 -1.40884 0.27391
H 3.64325 -2.72398 1.28264
H 3.70534 -2.90598 -0.48729
H 0.83083 0.58877 0.21479
H -0.30192 1.21338 2.42346
H 1.32311 1.12914 3.08283
H 2.07357 3.06473 1.71414
H 0.45710 4.70056 1.15033
H -1.64704 2.49826 1.65510
H -1.81056 4.12358 2.25870
H -2.74137 4.68684 0.31697
H -0.77814 2.29177 -2.24421
H -0.19577 2.34730 -0.58723
H -1.23674 -0.15460 -2.87514
H -1.98981 -2.64237 -3.02208
H -2.21702 -3.48264 -1.47819
H -3.59755 -2.76135 -2.29451

- E_LUMO: 0.639 eV
- Total charge: 0
- HOMO: -9.5013 eV



Most stable structure: A)